(1)
{
  "formula": "CH3NOS",
  "method": "ωB97M-V/def2-TZVPD",
  "lumo_energy_ev": -0.60,
  "homo_lumo_gap_ev": 8.605,
  "total_charge": 0,
  "elements": ["C", "H", "H", "H", "N", "O", "S"],
  "xyz": [[1.157, -0.442, 0.158], [-2.536, 1.105, 0.706], [0.348, 1.169, -0.737], [0.992, -1.452, 0.469], [0.018, 0.477, 0.300], [2.163, 0.161, -0.160], [-1.448, -0.175, -0.138]],
  "mulliken_charge": [0.08, 0.13, 0.36, 0.35, -0.27, -0.48, -0.16]
}

***

(2)
{
  "formula": "CH3NOS",
  "method": "ωB97M-V/def2-TZVPD",
  "lumo_energy_ev": [-0.45, -0.57],
  "homo_lumo_gap_ev": [6.887, 7.285],
  "total_charge": 0,
  "elements": ["C", "N", "O", "S", "H", "H", "H"],
  "xyz": [[-0.467, -0.189, -0.157], [0.304, -1.206, -0.285], [-0.558, 2.706, 0.916], [0.321, 1.644, 1.422], [-0.656, 0.366, -1.217], [0.577, -1.614, -1.241], [0.480, -1.707, 0.562]],
  "mulliken_charge": [-0.34, -0.22, -0.36, 0.22, 0.18, 0.25, 0.27]
}

***

(3)
{
  "formula": "CH3NOS",
  "method": "ωB97M-V/def2-TZVPD",
  "lumo_energy_ev": 0.66,
  "homo_lumo_gap_ev": 10.447,
  "total_charge": 0,
  "elements": ["C", "N", "O", "S", "H", "H", "H"],
  "xyz": [[0.091, 0.563, -0.363], [-0.347, -0.792, -0.504], [1.444, -0.732, 1.463], [0.073, -0.410, 1.179], [0.889, 0.915, -0.900], [-0.805, 1.259, -0.476], [-1.346, -0.804, -0.400]],
  "mulliken_charge": [-0.26, -0.49, -0.51, 0.46, 0.27, 0.23, 0.29]
}

***

(4)
{
  "formula": "CH3NOS",
  "method": "ωB97M-V/def2-TZVPD",
  "lumo_energy_ev": -0.05,
  "homo_lumo_gap_ev": 8.809,
  "total_charge": 0,
  "elements": ["C", "N", "O", "S", "H", "H", "H"],
  "xyz": [[-0.139, 0.024, -0.369], [-0.859, -0.457, 0.841], [1.846, 0.263, -1.916], [1.460, -0.199, -0.561], [-0.781, 0.655, -0.832], [-1.333, 0.410, 1.225], [-0.195, -0.696, 1.611]],
  "mulliken_charge": [-0.07, -0.55, -0.53, 0.26, 0.36, 0.27, 0.26]
}

***

Max |F| (computed, eV Å⁻¹): 6.2, 3.4, 5.4, 5.4
DFT total energy (computed, eV): -15454.62632, -15453.99994, -15456.08421, -15456.49194
Energy above the lowest of the compared OMol25 structures with the same formula, charge and spin (computed, kJ/mol): 403.6, 464.0, 262.9, 223.6